Here is a cluster of 7 separate species, C26H44NO6 in total at a distorted geometry from OMol25. Energies are from ωB97M-V/def2-TZVPD.

The calculation puts the highest occupied orbital energy at -11.4 eV. The net charge is +1.

```
77
Properties=species:S:1:pos:R:3:forces:R:3
C 1.407773 0.059704 -2.120528 -0.6 -0.1 -0.4
C 1.025314 -1.080528 -2.143081 -0.1 1.0 0.7
C 0.233759 -2.223871 -2.302791 1.9 0.1 -0.5
N 0.489937 -2.942686 -3.349593 -1.0 -1.1 0.8
C -0.475326 -4.047613 -3.477841 -0.8 0.2 -1.6
C -1.614401 -3.613692 -2.563760 -0.3 1.0 1.5
C -2.607851 -2.740076 -3.176037 -0.3 -0.1 -0.8
C -3.388542 -1.958753 -3.652203 0.4 -0.1 0.6
C -0.896333 -2.686964 -1.489971 -0.1 -0.8 -1.0
H 1.543120 1.118232 -2.218150 0.4 0.1 0.4
H 1.240384 -2.744603 -3.994463 0.1 0.0 -0.1
H -0.848503 -4.020346 -4.502083 0.1 -0.2 -0.1
H -0.082122 -5.045233 -3.322727 0.4 0.1 0.5
H -2.118156 -4.409784 -2.026418 0.2 -0.4 -0.1
H -3.969903 -1.086800 -3.874478 -0.1 -0.2 -0.3
H -1.453724 -1.798702 -1.218843 -0.4 -0.2 0.4
H -0.613022 -3.314822 -0.645094 0.2 0.3 0.3
C 0.122164 4.484037 0.736689 -0.2 -0.1 -0.2
C 1.094083 3.667906 -0.068277 0.1 0.1 0.1
O 0.733720 3.058097 -1.056698 0.0 -0.3 -0.2
C 2.519001 3.638540 0.409932 -0.1 -0.3 -0.4
H -0.867131 4.418092 0.288790 0.0 0.0 0.0
H 0.075993 4.097615 1.755634 0.1 0.1 0.0
H 0.433310 5.529485 0.756384 0.1 0.0 0.1
H 2.567444 3.229572 1.415944 0.0 0.2 0.1
H 2.931386 4.646659 0.416497 0.0 0.0 0.2
H 3.113763 3.016843 -0.258106 0.0 0.0 0.0
C 5.836776 4.689776 4.401306 -0.1 -0.2 -0.1
C 4.690608 5.052194 3.491383 0.0 0.0 0.0
O 3.921475 4.214688 3.076254 0.0 0.0 0.1
C 4.545769 6.508068 3.122288 -0.2 -0.1 -0.1
H 5.827242 3.618698 4.588053 0.0 0.0 0.0
H 6.784887 4.961973 3.935347 0.0 0.1 0.1
H 5.740606 5.217558 5.351017 0.1 0.1 0.0
H 5.441740 6.853331 2.604590 0.1 0.1 0.1
H 4.398278 7.108501 4.020711 0.1 0.1 0.0
H 3.686155 6.634339 2.467686 0.0 0.0 0.0
C -2.041448 1.393098 -2.629494 -0.1 -0.3 0.0
C -3.215514 1.701652 -3.525415 0.0 0.1 0.0
O -3.958302 0.822668 -3.905553 -0.1 0.4 0.0
C -3.420601 3.139078 -3.921810 -0.2 -0.2 -0.1
H -2.024988 0.321023 -2.431709 0.0 0.0 0.0
H -1.106643 1.679524 -3.112247 0.0 0.2 0.1
H -2.129242 1.927942 -1.683060 0.2 0.1 -0.1
H -2.547258 3.504936 -4.463342 0.1 0.1 0.1
H -3.573159 3.753251 -3.033266 0.1 0.0 0.0
H -4.295222 3.217515 -4.562743 0.0 0.0 0.0
C -3.838322 1.826394 2.306207 0.2 0.1 0.1
C -2.507147 1.236431 1.913098 0.0 0.0 0.0
O -1.464136 1.703439 2.303351 0.1 0.0 -0.1
C -2.537228 0.026458 1.005616 0.2 0.0 0.0
H -3.676380 2.683225 2.955290 0.0 0.0 0.0
H -4.382258 2.150378 1.417250 -0.1 -0.1 0.0
H -4.434509 1.084287 2.839055 -0.1 0.0 -0.1
H -3.029148 0.276429 0.063745 -0.1 -0.1 0.0
H -3.079343 -0.788705 1.487526 -0.1 0.0 -0.1
H -1.516215 -0.294177 0.802772 0.0 0.0 0.0
C 4.379567 -1.789173 1.352881 0.1 -0.1 0.1
C 4.296121 -3.204437 0.834672 0.0 0.1 0.0
O 4.944776 -4.099291 1.312654 0.0 -0.1 0.0
C 3.352693 -3.456367 -0.323627 0.0 -0.2 -0.1
H 5.086722 -1.747982 2.177125 0.0 0.0 0.0
H 4.717738 -1.119025 0.560487 -0.1 0.0 0.0
H 3.400947 -1.460452 1.707446 0.0 0.1 -0.1
H 3.648376 -2.861120 -1.190478 -0.1 0.1 0.1
H 2.331445 -3.195875 -0.034320 0.0 0.1 0.0
H 3.392747 -4.510761 -0.589910 0.0 0.0 0.0
C -4.069609 -5.075359 0.671816 0.2 0.1 -0.2
C -2.705476 -5.374850 1.240004 0.0 0.0 0.1
O -1.694755 -4.929927 0.735674 0.0 0.1 -0.2
C -2.650009 -6.250386 2.461792 0.3 0.1 0.0
H -3.972809 -4.434975 -0.203458 0.0 0.0 0.0
H -4.564302 -6.002570 0.380378 -0.1 0.0 0.1
H -4.680031 -4.564595 1.417250 -0.1 -0.1 0.0
H -3.087689 -7.224946 2.241923 -0.1 0.0 0.1
H -3.203762 -5.785849 3.278673 -0.1 -0.1 0.0
H -1.615275 -6.386341 2.766352 0.0 0.0 0.0
```
Forces are in eV/Å.

Löwdin atomic charge list, values in e, 8 entries: 0.24 -0.01 -0.22 0.18 -0.06 -0.25 -0.10 0.17